(1)
Below is an isolated molecule of C14H14, with properties calculated with the ωB97M-V functional and the def2-TZVPD basis.

XYZ file:
```
28
Properties=species:S:1:pos:R:3:forces:R:3:lowdin_charge:R:1
C 4.042 0.084 -0.085 0.6 1.3 0.8 -0.09
C 3.527 1.103 0.744 -1.7 -1.4 -0.4 -0.07
C 3.229 -0.594 -0.987 -1.1 2.3 1.9 -0.08
C 2.141 1.368 0.744 1.0 -1.3 -2.6 -0.01
C 1.868 -0.264 -1.111 1.6 1.5 1.9 0.00
C 1.313 0.764 -0.255 1.6 -1.4 -0.2 -0.22
C -2.331 2.149 -0.165 2.8 -3.0 0.7 -0.09
C -0.854 2.054 -0.257 1.1 2.9 -1.0 -0.09
C -3.121 1.122 0.144 2.2 0.6 -1.3 -0.06
C -0.102 0.979 -0.313 -3.0 -3.3 1.4 -0.04
C -2.168 -1.048 -1.072 0.9 -0.3 -0.2 -0.07
C -2.725 -0.303 0.158 1.1 1.1 -0.3 -0.22
C -1.288 -0.758 0.090 2.3 3.3 -0.3 -0.22
C -0.455 -1.695 0.956 -3.3 -2.6 -1.6 -0.04
H 5.131 -0.144 -0.044 -1.0 0.0 0.1 0.11
H 4.052 1.534 1.558 1.0 0.4 0.3 0.08
H 3.767 -1.365 -1.389 0.4 -2.1 -1.9 0.07
H 1.759 2.073 1.423 -0.7 0.7 0.7 0.09
H 1.298 -0.775 -1.829 -1.0 -0.5 -0.6 0.09
H -2.662 3.100 -0.189 -1.5 3.0 -0.1 0.05
H -0.251 3.092 -0.388 -1.5 -2.2 0.3 0.15
H -4.086 1.465 0.268 -2.4 -0.3 0.5 0.08
H -2.469 -2.116 -1.068 0.1 0.8 -0.7 0.11
H -1.804 -0.521 -2.029 -1.4 -0.9 1.5 0.14
H -3.349 -0.779 0.858 -0.7 -1.5 0.4 0.12
H -0.939 -2.128 1.860 -0.1 0.5 -0.6 0.09
H 0.401 -1.264 1.241 3.2 2.0 1.2 0.01
H -0.116 -2.574 0.354 -0.4 0.5 0.3 0.09
```
Forces are in eV/Å.

Its relative energy (zero: lowest compared OMol25 entry of this formula, charge and spin) is 220.4 kJ/mol. As for the LUMO energy: 0.021 Ha. The frontier orbital gap comes out at 8.657 eV. As for the multiplicity: 1. The net charge is 0.



(2)
Below is a structure of composition C25H48P2Yb, with properties calculated with the ωB97M-V functional and the def2-TZVPD basis.

XYZ file:
```
76
Properties=species:S:1:pos:R:3:forces:R:3:lowdin_charge:R:1
Yb -0.528 -0.556 -1.098 -2.7 -0.9 4.4 1.26
C -2.308 1.699 0.887 0.0 -1.0 0.0 -0.26
C -2.754 0.818 -0.134 0.8 -0.4 0.7 -0.33
C -2.473 -0.405 1.792 0.2 0.4 -0.7 -0.27
C -2.177 0.946 2.079 0.0 -0.3 -0.7 -0.28
C -2.819 -0.497 0.422 0.5 0.7 0.1 -0.33
C -2.122 3.160 0.737 -0.1 0.6 -0.1 -0.07
H -1.747 3.416 -0.265 -0.1 0.0 0.2 0.07
H -1.401 3.551 1.471 -0.2 0.0 -0.1 0.05
H -3.063 3.718 0.880 0.3 0.0 -0.1 0.09
C -1.874 1.476 3.431 0.1 0.1 0.5 -0.07
H -1.720 2.561 3.414 0.0 -0.1 0.1 0.06
H -0.971 1.012 3.858 -0.1 0.1 0.1 0.05
H -2.696 1.273 4.136 0.3 0.1 -0.1 0.09
C -2.528 -1.519 2.766 0.0 -0.5 0.4 -0.06
H -3.564 -1.839 2.960 0.3 0.0 0.0 0.09
H -2.094 -1.222 3.729 -0.1 -0.1 -0.1 0.07
H -1.977 -2.400 2.404 -0.1 0.0 0.2 0.05
C -3.186 -1.730 -0.325 -0.5 -0.4 -0.1 -0.07
H -4.264 -1.735 -0.562 0.3 -0.2 -0.1 0.10
H -2.977 -2.638 0.260 -0.1 0.2 -0.2 0.07
H -2.669 -1.843 -1.310 -0.3 -0.1 0.3 0.04
C -3.202 1.227 -1.482 -0.5 0.4 -0.7 -0.06
H -4.176 1.747 -1.435 0.2 -0.2 -0.1 0.10
H -3.345 0.371 -2.158 0.0 0.2 0.1 0.06
H -2.502 1.931 -1.957 -0.2 -0.1 0.0 0.06
C 1.383 0.442 -1.921 2.2 -0.9 0.2 -0.35
C 0.349 1.293 -2.176 -1.3 2.1 -0.4 -0.32
C -0.182 1.539 -3.563 -0.1 0.5 -0.6 -0.18
C -1.104 0.436 -4.171 -0.3 0.7 -0.4 -0.18
C -1.206 -0.860 -3.401 0.0 -0.6 -1.6 -0.22
C -0.146 -1.694 -3.203 -0.3 -0.3 -1.2 -0.23
C 1.235 -1.423 -3.739 0.9 -0.1 -0.3 -0.18
C 2.076 -0.331 -3.002 0.8 -0.3 -0.4 -0.20
H 0.645 1.721 -4.274 -0.2 0.0 0.3 0.11
H -0.774 0.256 -5.210 -0.1 -0.2 0.3 0.12
H -0.766 2.477 -3.537 0.3 -0.4 -0.1 0.11
H 2.480 0.353 -3.775 -0.1 -0.2 0.3 0.11
H 1.838 0.363 -0.920 0.0 0.3 -0.2 0.07
H -0.036 1.982 -1.401 0.3 -0.3 -0.3 0.08
H 2.955 -0.828 -2.555 -0.3 0.2 -0.2 0.09
H 1.800 -2.372 -3.707 -0.2 0.4 0.0 0.10
H -0.315 -2.731 -2.886 -0.2 0.4 0.0 0.10
H 1.204 -1.163 -4.815 -0.3 -0.1 0.4 0.12
H -2.124 0.850 -4.279 0.4 -0.2 0.2 0.11
H -2.236 -1.227 -3.278 0.5 0.0 0.2 0.11
P 2.327 2.098 2.034 -0.3 0.2 0.1 0.82
C 2.025 3.205 3.420 0.0 0.2 0.3 -0.17
H 2.862 3.914 3.508 -0.3 -0.2 -0.1 0.07
H 1.939 2.640 4.358 0.0 0.1 -0.3 0.07
H 1.098 3.774 3.262 0.2 -0.3 0.0 0.07
C 4.074 1.696 1.975 0.4 0.0 0.1 -0.17
H 4.664 2.556 2.326 -0.2 -0.3 -0.2 0.07
H 4.371 1.457 0.945 -0.1 0.0 0.2 0.07
H 4.288 0.832 2.619 -0.1 0.3 -0.1 0.07
C 1.881 2.994 0.550 0.0 0.2 -0.3 -0.17
H 2.069 2.406 -0.357 0.0 0.1 0.2 0.04
H 2.484 3.913 0.499 -0.1 -0.2 0.1 0.08
H 0.820 3.276 0.575 0.2 -0.1 0.1 0.05
P 1.079 -2.805 0.667 -0.1 -0.4 -0.6 0.77
C -0.035 -4.023 -0.147 -0.2 -0.2 0.0 -0.29
H 0.527 -4.946 -0.354 -0.2 0.2 0.0 0.06
H -0.466 -3.656 -1.095 0.2 -0.1 0.4 0.01
H -0.866 -4.251 0.538 0.2 0.0 -0.3 0.04
C 2.561 -2.972 -0.410 0.2 0.0 0.0 -0.29
H 2.316 -2.808 -1.471 0.0 0.0 0.4 0.02
H 2.998 -3.974 -0.285 -0.1 0.3 -0.2 0.05
H 3.303 -2.219 -0.105 -0.1 -0.2 -0.2 0.04
C 1.633 -3.869 2.062 -0.1 0.2 0.3 -0.28
H 2.130 -4.771 1.675 -0.2 0.3 0.1 0.05
H 0.767 -4.162 2.671 0.3 0.1 -0.1 0.05
H 2.336 -3.309 2.693 -0.1 -0.2 -0.1 0.04
C 1.375 0.594 2.242 0.0 -0.3 0.1 -0.19
H 1.826 -0.252 1.705 -0.1 0.3 0.0 0.01
H 0.338 0.725 1.903 0.0 0.1 0.0 0.04
H 1.333 0.331 3.309 0.1 0.1 -0.3 0.08
```
Forces are in eV/Å.

As for the LUMO energy (spin up / spin down): -0.086 / -0.086 Ha. The frontier orbital gap (spin up / spin down) comes out at 5.296 / 6.386 eV. As for the multiplicity: 2. The net charge is +1.



(3)
Below is a structure of composition C18H42AgN6O6, with properties calculated with the ωB97M-V functional and the def2-TZVPD basis.

XYZ file:
```
73
Properties=species:S:1:pos:R:3:forces:R:3:lowdin_charge:R:1
Ag -31.156 23.232 25.921 0.1 0.2 0.0 0.77
C -33.369 26.118 27.926 0.5 0.0 0.6 0.01
C -33.547 25.535 26.569 0.0 0.3 -0.5 -0.53
O -33.188 24.388 26.319 -0.1 -0.3 0.1 -0.04
N -34.059 26.314 25.590 0.3 -0.2 0.1 0.04
C -34.163 27.761 25.650 0.3 -0.1 -0.4 -0.07
H -34.150 26.794 28.262 0.0 0.1 -0.2 0.08
H -32.400 26.629 27.916 -0.2 0.2 0.1 0.08
H -33.259 25.314 28.649 -0.1 -0.1 -0.1 0.09
H -34.030 25.854 24.686 -0.2 0.1 -0.1 0.12
H -34.679 28.108 24.757 -0.3 0.0 0.2 0.09
H -33.185 28.258 25.613 0.0 -0.1 0.2 0.08
H -34.686 28.059 26.552 -0.1 0.2 -0.1 0.08
C -30.666 26.377 22.669 0.2 -0.4 -0.3 0.03
C -29.781 25.323 23.295 -0.2 0.1 -0.4 -0.55
O -30.126 24.689 24.278 0.1 0.2 0.3 -0.01
N -28.586 25.101 22.700 0.1 -0.1 -0.1 0.02
C -27.709 24.060 23.189 0.2 -0.5 -0.4 -0.06
H -30.144 26.958 21.911 0.1 0.2 0.2 0.08
H -31.056 27.001 23.467 -0.1 0.1 -0.1 0.08
H -31.484 25.871 22.152 -0.2 0.0 0.3 0.09
H -28.448 25.398 21.750 0.0 0.3 0.1 0.14
H -27.270 24.333 24.145 -0.1 -0.1 0.1 0.08
H -26.903 23.912 22.471 0.0 0.2 0.0 0.09
H -28.227 23.099 23.262 -0.1 0.1 0.3 0.07
C -37.017 23.781 22.939 -0.3 0.1 -0.3 0.00
C -35.529 23.689 23.155 0.1 0.0 0.2 -0.54
O -34.765 24.593 22.832 -0.1 0.0 0.2 0.01
N -35.098 22.548 23.752 0.3 0.5 -0.5 0.02
C -33.700 22.348 24.102 -0.1 -0.6 -0.5 -0.09
H -37.383 22.941 22.345 0.0 0.0 0.1 0.08
H -37.245 24.694 22.394 0.1 0.0 0.0 0.08
H -37.571 23.814 23.877 0.1 -0.1 0.1 0.09
H -35.760 21.818 23.941 0.0 0.0 0.1 0.14
H -33.616 22.390 25.182 0.4 -0.2 0.0 0.06
H -33.067 23.087 23.619 -0.3 0.4 0.2 0.07
H -33.337 21.409 23.675 -0.2 -0.2 0.4 0.08
C -32.059 19.199 28.104 0.5 0.0 0.2 0.02
C -31.044 20.268 27.780 0.0 0.0 -0.4 -0.53
O -31.308 21.217 27.047 -0.3 -0.2 0.3 -0.03
N -29.803 20.090 28.270 -0.2 -0.3 0.3 0.02
C -28.734 21.003 27.977 -0.2 0.9 -0.7 -0.06
H -31.673 18.522 28.865 -0.2 0.0 0.0 0.08
H -32.238 18.615 27.203 -0.1 0.1 -0.1 0.09
H -32.983 19.655 28.443 -0.1 0.0 -0.1 0.09
H -29.624 19.285 28.844 0.0 0.0 0.0 0.14
H -29.131 22.025 27.952 0.0 -0.1 0.3 0.07
H -28.362 20.872 26.954 0.3 -0.3 0.2 0.09
H -27.950 20.943 28.721 0.1 -0.2 0.0 0.09
C -27.461 24.791 27.717 0.5 0.0 0.2 0.02
C -28.744 25.465 27.365 -0.3 0.2 0.1 -0.54
O -29.792 24.856 27.196 -0.1 -0.1 0.0 -0.01
N -28.690 26.811 27.269 0.0 0.0 -0.4 0.02
C -29.783 27.586 26.715 0.0 0.4 0.5 -0.06
H -26.920 24.493 26.819 -0.1 0.0 -0.1 0.08
H -27.659 23.901 28.306 0.0 0.0 0.1 0.07
H -26.827 25.476 28.283 0.1 -0.2 0.0 0.09
H -27.830 27.292 27.458 0.1 -0.1 0.0 0.13
H -30.436 27.961 27.508 -0.1 -0.1 -0.1 0.08
H -30.361 26.984 26.021 0.0 -0.1 -0.1 0.07
H -29.363 28.467 26.230 -0.1 -0.1 -0.2 0.09
C -29.662 19.390 23.968 0.0 0.3 0.1 0.02
C -30.136 20.718 23.411 -0.4 -0.5 -0.1 -0.54
O -30.542 21.612 24.131 0.1 0.5 0.2 -0.01
N -30.115 20.844 22.068 0.3 -0.5 -0.1 0.02
C -30.532 22.036 21.377 -0.5 0.3 -0.1 -0.05
H -29.954 18.544 23.349 0.2 0.0 -0.1 0.08
H -30.098 19.260 24.955 0.0 0.1 0.0 0.07
H -28.576 19.439 24.072 0.0 -0.2 -0.1 0.09
H -29.866 20.035 21.526 0.0 0.0 0.0 0.14
H -31.622 22.111 21.317 0.1 0.0 0.1 0.09
H -30.163 22.026 20.355 0.2 0.0 0.0 0.09
H -30.167 22.916 21.906 0.0 0.0 -0.1 0.06
```
Forces are in eV/Å.

Its relative energy (zero: lowest compared OMol25 entry of this formula, charge and spin) is 0.0 kJ/mol. As for the LUMO energy: -0.057 Ha. The frontier orbital gap comes out at 9.777 eV. As for the multiplicity: 1. The net charge is +1.



Max |F| in hartree/bohr, matching the order above: 0.0900; 0.1020; 0.0228
Molar mass in g/mol, matching the order above: 182.3; 583.6; 546.4